{
  "formula": "C6H6NOS",
  "method": "ωB97M-V/def2-TZVPD",
  "charge": -1,
  "relative_energy_kj_mol": 135.4,
  "e_lumo_ha": 0.1305,
  "spin_multiplicity": 1,
  "largest_force_ev_per_a": 6.36,
  "gap_ev": 7.0,
  "symbols": ["C", "C", "C", "C", "C", "C", "N", "O", "S", "H", "H", "H", "H", "H", "H"],
  "coordinates": [[-0.171, -1.810, -2.710], [0.032, -0.621, -2.080], [0.002, -0.146, -0.836], [-0.275, 0.786, -3.432], [0.067, 1.276, -0.410], [-0.185, -1.188, 0.361], [-0.544, -2.716, -3.313], [-1.432, 1.023, -3.584], [1.192, 1.367, -3.797], [0.353, 1.178, 0.648], [0.991, 1.791, -0.937], [-0.747, 1.784, -0.672], [-0.673, -0.498, 1.156], [-0.971, -1.961, -0.020], [0.662, -1.527, 0.849]],
  "atomic_forces_ev_per_a": [[-0.52, -0.60, 0.55], [-0.73, 4.05, -0.99], [0.25, -3.23, 0.45], [-0.10, -1.64, 2.34], [6.17, -1.52, 0.10], [-4.21, 2.73, -1.37], [0.04, -1.12, -0.66], [-0.34, -0.19, -0.22], [1.46, 0.86, -0.96], [-0.64, 0.99, -0.15], [-1.85, -0.93, 0.85], [-3.46, 2.26, -0.51], [0.25, -1.50, -0.96], [1.78, 1.01, 1.10], [1.89, -1.17, 0.43]],
  "nbo_charge": [0.257, -0.276, 0.049, 0.385, -0.655, -0.647, -0.419, -0.613, -0.351, 0.195, 0.241, 0.223, 0.184, 0.225, 0.203]
}